Entry 1:
Below is a single C19H29N3O3S molecule, with properties calculated with wB97M-V/def2-TZVPD.

Each line ends with the Löwdin charge.
Geometry (Å):
C  -3.646  -5.157  -3.031  -0.05
C  -2.179  -5.560  -3.112  -0.22
O  -1.430  -5.102  -1.995  -0.02
C  -1.195  -3.793  -1.755  -0.18
C  -0.809  -3.526  -0.447  0.08
C  -0.493  -2.241  -0.029  -0.18
N  -0.106  -1.962  1.257  0.08
C  0.200  -0.715  1.706  -0.77
S  0.670  -0.542  3.277  0.70
N  0.097  0.321  0.824  0.00
C  0.416  1.665  1.281  -0.18
C  1.915  1.945  1.201  -0.16
C  2.216  3.378  1.640  -0.21
N  1.653  3.701  2.939  -0.19
C  2.227  2.956  4.047  -0.25
C  3.690  3.257  4.395  -0.07
C  1.584  5.139  3.148  -0.27
C  0.763  5.518  4.376  -0.09
C  -0.260  0.178  -0.518  -0.36
O  -0.301  1.141  -1.255  0.09
C  -0.575  -1.185  -0.937  -0.07
C  -0.953  -1.445  -2.254  0.07
C  -1.254  -2.722  -2.688  -0.18
O  -1.597  -3.011  -3.976  -0.09
C  -1.728  -1.955  -4.910  -0.25
C  -2.175  -2.567  -6.228  -0.06
H  -4.070  -5.477  -2.082  0.08
H  -4.197  -5.628  -3.841  0.08
H  -3.752  -4.079  -3.116  0.07
H  -2.084  -6.648  -3.048  0.13
H  -1.736  -5.217  -4.049  0.11
H  -0.759  -4.356  0.241  0.13
H  -0.025  -2.709  1.935  0.13
H  0.078  1.780  2.311  0.09
H  -0.123  2.359  0.636  0.13
H  2.454  1.228  1.821  0.09
H  2.252  1.821  0.169  0.12
H  1.757  4.055  0.913  0.12
H  3.307  3.543  1.597  0.12
H  1.606  3.147  4.924  0.11
H  2.130  1.894  3.820  0.06
H  3.998  2.625  5.224  0.07
H  3.819  4.296  4.692  0.06
H  4.344  3.053  3.551  0.06
H  2.585  5.602  3.217  0.11
H  1.093  5.560  2.266  0.11
H  0.541  6.582  4.347  0.07
H  1.298  5.310  5.298  0.06
H  -0.172  4.965  4.379  0.08
H  -0.986  -0.599  -2.921  0.12
H  -0.764  -1.443  -5.035  0.13
H  -2.470  -1.228  -4.555  0.13
H  -2.290  -1.788  -6.975  0.08
H  -3.125  -3.080  -6.099  0.08
H  -1.437  -3.286  -6.575  0.08

Its HOMO energy is -0.2933 Eh. Its strongest force on any atom is 0.9 eV Å⁻¹. Its net charge is 0. As for the SMILES: CCOc1cc2[nH]c(=S)n(CCCN(CC)CC)c(=O)c2cc1OCC. The total energy comes out at -41622.4400 eV. The value obtained for the energy above the lowest of the compared OMol25 structures with the same formula, charge and spin is 0.299 eV.


Entry 2:
Below is 2 unconnected molecules or ions with the total composition C19H29N3OS in a non-equilibrium geometry, with properties calculated with wB97M-V/def2-TZVPD.

Each line ends with the Löwdin charge.
Geometry (Å):
N  0.652  -3.528  3.002  0.10
C  1.108  -2.241  2.728  -0.31
C  1.079  -1.264  3.863  -0.17
C  2.277  -0.301  3.804  -0.15
C  3.574  -1.069  3.887  -0.25
C  4.017  -1.544  5.122  -0.05
C  5.190  -2.286  5.211  -0.09
C  5.914  -2.568  4.060  -0.10
C  5.487  -2.094  2.827  -0.08
C  4.319  -1.344  2.742  -0.04
N  0.412  -1.657  1.543  0.11
C  1.055  -1.557  0.517  -0.80
S  1.784  -1.387  -0.855  0.73
H  0.560  -3.684  3.998  0.08
H  1.231  -4.262  2.610  0.10
H  0.131  -0.717  3.870  0.12
H  1.206  -1.842  4.782  0.11
H  2.259  0.267  2.873  0.11
H  2.234  0.403  4.636  0.11
H  3.426  -1.329  6.004  0.11
H  5.520  -2.636  6.179  0.10
H  6.818  -3.158  4.123  0.10
H  6.037  -2.311  1.922  0.10
H  3.950  -0.957  1.800  0.10
C  -0.711  2.037  -1.664  -0.03
C  -1.914  1.078  -1.657  -0.49
C  -1.629  -0.120  -2.566  -0.13
C  -1.629  0.235  -4.050  -0.17
C  -2.933  0.929  -4.443  -0.13
C  -3.309  2.116  -3.544  -0.49
N  -3.170  1.750  -2.099  -0.09
O  -4.203  1.111  -1.685  -0.04
C  -2.445  3.341  -3.889  -0.03
C  -4.750  2.525  -3.819  -0.05
C  -2.072  0.616  -0.213  -0.04
H  0.077  1.626  -1.033  0.08
H  -0.269  2.181  -2.646  0.06
H  -0.988  3.013  -1.262  0.09
H  -2.382  -0.894  -2.387  0.13
H  -0.671  -0.535  -2.260  0.08
H  -0.771  0.865  -4.298  0.10
H  -1.514  -0.676  -4.639  0.11
H  -2.873  1.284  -5.475  0.12
H  -3.743  0.194  -4.413  0.12
H  -2.607  4.140  -3.164  0.09
H  -2.729  3.717  -4.871  0.09
H  -1.381  3.129  -3.934  0.06
H  -5.436  1.687  -3.725  0.08
H  -4.820  2.906  -4.838  0.09
H  -5.073  3.310  -3.134  0.09
H  -2.260  1.465  0.446  0.10
H  -1.150  0.132  0.106  0.06
H  -2.884  -0.097  -0.094  0.08

Its HOMO energy is -0.1738 Eh. Its strongest force on any atom is 2.6 eV Å⁻¹. Its net charge is 0. The total energy comes out at -37519.9160 eV. The value obtained for the energy above the lowest of the compared OMol25 structures with the same formula, charge and spin is 8.786 eV.


Entry 3:
Below is a molecular structure, C19H30Br2N4O3RuSi2 in a non-equilibrium geometry, with properties calculated with wB97M-V/def2-TZVPD.

Each line ends with the Mulliken spin population.
Geometry (Å):
Ru  -0.092  0.876  -0.668  3.63
Br  2.431  0.505  -2.773  0.03
C  3.153  0.589  -1.013  0.01
C  4.491  0.415  -0.716  0.00
C  4.871  0.577  0.611  -0.01
C  3.921  0.919  1.562  0.01
C  2.598  1.049  1.159  0.01
N  2.241  0.866  -0.103  -0.01
C  1.432  1.429  2.108  -0.01
O  1.668  1.546  3.290  0.02
O  0.324  1.597  1.519  0.08
H  5.198  0.167  -1.489  0.00
H  5.906  0.460  0.890  0.00
H  4.172  1.090  2.595  0.00
Br  -3.460  5.225  -0.756  0.00
C  -1.642  4.711  -0.839  -0.01
C  -0.644  5.532  -0.333  0.02
C  0.663  5.075  -0.386  -0.01
C  0.915  3.820  -0.913  0.03
N  -0.049  3.039  -1.407  0.05
C  -1.306  3.484  -1.394  0.01
H  -0.882  6.496  0.085  0.00
H  1.470  5.683  -0.011  0.00
H  1.926  3.436  -0.960  0.00
H  -2.062  2.852  -1.852  0.01
N  -2.532  1.892  1.832  0.00
C  -3.090  1.370  0.734  -0.01
N  -4.431  1.405  0.618  0.01
O  -2.410  0.867  -0.180  0.06
H  -3.085  2.245  2.593  0.00
H  -1.523  1.813  1.953  0.00
H  -5.024  1.800  1.326  0.00
H  -4.851  1.029  -0.214  0.00
C  0.813  -3.003  -2.923  0.06
Si  -0.644  -2.302  -1.896  -0.06
C  -2.034  -3.596  -1.927  0.02
C  -1.307  -0.702  -2.739  0.11
C  -0.041  -1.883  -0.175  0.36
Si  -0.004  -2.746  1.487  0.00
C  1.773  -3.397  1.783  0.04
C  -0.451  -1.432  2.801  0.04
C  -1.234  -4.196  1.496  0.01
H  0.451  -3.361  -3.881  0.00
H  1.265  -3.845  -2.409  0.00
H  1.592  -2.275  -3.117  -0.01
H  -2.394  -3.723  -2.944  0.00
H  -2.879  -3.324  -1.306  0.00
H  -1.664  -4.556  -1.589  0.00
H  -1.233  -0.755  -3.820  0.01
H  -0.726  0.208  -2.433  -0.04
H  -2.348  -0.532  -2.477  0.00
H  0.429  -0.871  -0.068  0.57
H  2.505  -2.594  1.762  0.00
H  2.053  -4.128  1.031  0.00
H  1.840  -3.880  2.753  0.00
H  0.411  -0.826  3.065  0.00
H  -0.816  -1.886  3.715  0.00
H  -1.225  -0.762  2.431  -0.01
H  -0.930  -4.962  0.792  0.00
H  -2.239  -3.883  1.237  0.00
H  -1.266  -4.647  2.482  0.00

Its HOMO energy (spin up / spin down) is -0.4162 / -0.4480 Eh. Its spin multiplicity is 6. Its strongest force on any atom is 2.2 eV Å⁻¹. Its net charge is +1. The total energy comes out at -190710.0661 eV. The value obtained for the energy above the lowest of the compared OMol25 structures with the same formula, charge and spin is 1.140 eV.


Entry 4:
Below is a molecular structure, C19H30Cl2NO4OsP2 in a non-equilibrium geometry, with properties calculated with wB97M-V/def2-TZVPD.

Each line ends with the Mulliken spin population.
Geometry (Å):
C  -0.719  3.954  -1.505  0.37
C  -0.855  2.621  -1.052  -0.10
N  0.138  2.109  -0.214  0.32
C  0.974  2.933  0.426  0.49
C  1.076  4.271  0.028  -0.01
C  0.252  4.758  -0.989  0.36
C  -1.986  1.841  -1.274  0.50
P  -2.055  0.192  -0.628  0.03
Os  0.058  0.037  0.256  1.47
P  2.128  0.537  1.124  0.04
C  1.911  2.338  1.471  0.02
C  0.047  -2.063  0.298  0.06
C  -1.042  -2.772  0.821  0.06
C  -0.966  -4.163  0.979  -0.03
C  0.183  -4.855  0.583  0.15
C  1.249  -4.153  0.010  -0.05
C  1.185  -2.762  -0.140  0.08
O  -0.584  0.894  -6.434  0.00
O  1.242  -3.546  -4.613  0.00
H  -1.421  4.279  -2.274  0.01
H  1.835  4.872  0.510  0.00
H  0.384  5.778  -1.356  0.04
C  -3.570  0.294  0.395  0.03
C  -2.534  -1.009  -1.897  0.05
H  2.885  2.839  1.398  0.00
H  1.549  2.474  2.504  0.02
H  -1.272  1.538  -6.229  0.00
H  -2.834  2.286  -1.804  0.00
C  2.692  -0.245  2.648  0.01
C  3.604  0.466  0.062  0.00
H  -1.940  -2.239  1.145  0.01
H  -1.814  -4.691  1.424  0.00
H  0.243  -5.936  0.716  0.00
H  2.148  -4.678  -0.321  0.00
H  2.033  -2.213  -0.561  0.01
H  0.486  0.158  -1.333  0.02
H  0.793  -3.434  -3.769  0.00
H  1.736  -2.735  -4.740  0.00
H  0.231  1.233  -6.029  0.00
H  1.204  -0.260  -0.978  -0.02
H  -4.479  0.484  -0.192  0.00
H  -3.656  -0.664  0.906  0.00
H  -3.463  1.084  1.143  0.00
H  -3.390  -0.644  -2.475  0.00
H  -1.698  -1.185  -2.582  0.00
H  -2.787  -1.945  -1.383  0.00
H  4.455  0.972  0.537  0.00
H  3.860  -0.592  -0.078  0.00
H  3.403  0.938  -0.908  0.00
H  3.681  0.146  2.931  0.00
H  1.964  -0.083  3.453  0.00
H  2.750  -1.322  2.443  0.00
Cl  -0.790  2.036  4.750  0.00
C  -1.593  0.467  4.460  0.00
Cl  -3.353  0.517  4.181  0.00
C  -0.887  -0.193  3.240  -0.01
O  -0.235  -1.208  3.482  0.01
O  -1.064  0.437  2.130  0.02
H  -1.396  -0.192  5.304  0.00

Its HOMO energy (spin up / spin down) is -0.2819 / -0.4569 Eh. Its spin multiplicity is 5. Its strongest force on any atom is 4.6 eV Å⁻¹. Its net charge is +1. The total energy comes out at -75949.6597 eV.